Entry 1:
{"formula": "C15H31O4P3S4Sn", "method": "the ωB97M-V functional and the def2-TZVPD basis", "homo_energy_ev": -13.76, "charge": 2, "homo_lumo_gap_ev": 4.82, "lumo_energy_ha": -0.3287, "relative_energy_kcal_mol": 5.3, "elements": ["Sn", "O", "C", "S", "C", "C", "S", "S", "S", "C", "P", "C", "C", "C", "P", "C", "C", "H", "H", "H", "H", "H", "H", "H", "H", "H", "H", "H", "H", "H", "H", "H", "H", "C", "C", "O", "P", "O", "C", "C", "O", "C", "C", "H", "H", "H", "H", "H", "H", "H", "H", "H", "H", "H", "H", "H", "H", "H"], "coordinates": [[0.681, -0.744, 0.827], [0.960, 5.137, 5.059], [0.931, 4.153, 4.419], [1.327, 4.121, 2.642], [1.101, 2.439, 2.413], [0.691, 1.657, 3.589], [0.364, 0.046, 3.570], [0.521, 2.530, 5.068], [1.321, 1.828, 0.883], [1.323, -1.572, -3.099], [1.912, -0.491, -1.754], [2.064, 1.145, -2.555], [3.666, -1.024, -1.544], [4.335, -0.402, -0.317], [3.536, -0.929, 1.259], [4.199, -2.610, 1.496], [4.428, 0.050, 2.515], [1.935, -1.424, -3.989], [0.285, -1.332, -3.330], [1.373, -2.616, -2.794], [2.591, 1.044, -3.504], [2.611, 1.836, -1.914], [1.074, 1.563, -2.737], [4.215, -0.765, -2.452], [3.664, -2.115, -1.468], [4.302, 0.690, -0.366], [5.385, -0.702, -0.266], [5.287, -2.571, 1.443], [3.822, -3.281, 0.724], [3.900, -3.002, 2.467], [5.503, -0.055, 2.365], [4.172, -0.312, 3.511], [4.158, 1.103, 2.437], [-5.044, 2.111, 1.043], [-3.614, 1.631, 1.119], [-3.351, 0.792, -0.025], [-2.000, -0.042, -0.214], [-2.208, -0.539, -1.712], [-2.268, 0.378, -2.829], [-2.863, -0.349, -4.014], [-2.176, -1.425, 0.580], [-3.160, -2.467, 0.313], [-4.554, -2.079, 0.753], [-5.257, 2.747, 1.902], [-5.736, 1.270, 1.057], [-5.211, 2.684, 0.132], [-3.448, 1.056, 2.034], [-2.924, 2.480, 1.099], [-1.251, 0.720, -3.044], [-2.879, 1.241, -2.562], [-2.361, -1.303, -4.176], [-2.754, 0.261, -4.911], [-3.923, -0.537, -3.853], [-2.800, -3.326, 0.877], [-3.135, -2.703, -0.750], [-4.565, -1.778, 1.800], [-5.204, -2.947, 0.639], [-4.952, -1.272, 0.140]]}

---

Entry 2:
{"formula": "C2H5ClO2", "method": "the ωB97M-V functional and the def2-TZVPD basis", "homo_energy_ev": [-8.27, -8.26], "homo_lumo_gap_ev": [8.49, 8.34], "lumo_energy_ha": [0.0084, 0.0030], "relative_energy_kcal_mol": 107.0, "elements": ["C", "C", "O", "O", "Cl", "H", "H", "H", "H", "H"], "coordinates": [[-0.998, -0.466, 0.483], [1.173, 0.259, 0.133], [1.431, -0.804, -0.618], [0.029, 0.325, 0.761], [2.532, 0.833, 1.226], [-1.966, -0.299, 0.942], [-0.768, -1.063, -0.459], [-1.580, 1.203, -1.440], [-1.207, 1.616, -0.903], [1.354, -1.605, -0.124]]}

---

Entry 3:
{"formula": "C8H16O2", "method": "the ωB97M-V functional and the def2-TZVPD basis", "homo_energy_ev": -7.98, "homo_lumo_gap_ev": 8.69, "lumo_energy_ha": 0.0260, "relative_energy_kcal_mol": 120.9, "elements": ["C", "C", "C", "C", "C", "C", "C", "C", "O", "O", "H", "H", "H", "H", "H", "H", "H", "H", "H", "H", "H", "H", "H", "H", "H", "H"], "coordinates": [[-1.007, 0.239, -0.482], [1.952, 0.034, -0.509], [0.326, -1.494, 0.894], [1.364, -1.835, -0.108], [-0.961, 1.639, -1.110], [-2.372, 0.052, 0.202], [0.110, 0.013, 0.569], [0.303, 0.900, 1.604], [-0.848, -0.746, -1.511], [2.947, 0.279, 0.438], [-1.594, -0.675, -2.115], [2.495, 0.525, 1.263], [1.562, 0.960, -0.939], [2.441, -0.379, -1.389], [0.685, -1.591, 1.916], [-0.590, -2.064, 0.746], [1.003, -2.198, -1.061], [2.324, -2.167, 0.272], [-1.811, 1.756, -1.783], [-1.023, 2.415, -0.351], [-0.053, 1.781, -1.692], [-2.495, 0.780, 1.002], [-2.469, -0.948, 0.621], [-3.175, 0.202, -0.525], [0.439, 1.958, 1.425], [0.445, 0.564, 2.621]]}

---

Entry 4:
{"formula": "C7Cl3CoF5GeNS", "method": "the ωB97M-V functional and the def2-TZVPD basis", "homo_energy_ev": [-8.58, -8.59], "homo_lumo_gap_ev": [6.56, 6.83], "lumo_energy_ha": [-0.0742, -0.0648], "relative_energy_kcal_mol": 2.9, "spin_multiplicity": 3, "s2": 2.06, "elements": ["Co", "F", "C", "C", "F", "C", "F", "C", "S", "C", "F", "C", "F", "N", "C", "Cl", "Ge", "Cl", "Cl"], "coordinates": [[-1.400, -1.396, -0.085], [4.165, 2.474, 0.158], [2.871, 2.115, 0.038], [2.557, 0.775, 0.257], [3.533, -0.176, 0.300], [1.250, 0.430, 0.244], [0.946, -0.869, 0.351], [0.227, 1.309, -0.011], [-1.447, 0.785, -0.071], [0.588, 2.628, -0.124], [-0.383, 3.490, -0.363], [1.898, 3.077, -0.152], [2.192, 4.342, -0.372], [-4.620, -1.486, -0.060], [-3.461, -1.558, -0.261], [-3.432, -4.431, 1.596], [-2.513, -3.418, 0.011], [-0.226, -3.502, 0.238], [-2.745, -4.590, -1.694]]}

---

Entry 5:
{"formula": "C20H13Cl3N2OS", "method": "the ωB97M-V functional and the def2-TZVPD basis", "homo_energy_ev": -7.72, "homo_lumo_gap_ev": 5.90, "lumo_energy_ha": -0.0670, "smiles": "Cc1ccc(Nc2cc(C)c3nc4c(Cl)c(Cl)c(=O)c(Cl)c-4sc3c2)cc1", "elements": ["C", "C", "C", "C", "C", "N", "C", "C", "C", "C", "C", "N", "C", "C", "Cl", "C", "Cl", "C", "O", "C", "Cl", "C", "S", "C", "C", "C", "C", "H", "H", "H", "H", "H", "H", "H", "H", "H", "H", "H", "H", "H"], "coordinates": [[4.315, 4.339, 3.386], [3.871, 3.231, 2.448], [4.680, 2.695, 1.459], [4.191, 1.584, 0.728], [2.967, 1.038, 0.851], [2.521, 0.087, -0.052], [1.188, -0.338, -0.283], [0.151, 0.657, -0.330], [-1.131, 0.361, -0.711], [-2.168, 1.543, -0.873], [-1.519, -1.012, -0.881], [-2.838, -1.287, -0.836], [-3.383, -2.396, -1.338], [-4.836, -2.517, -1.111], [-5.653, -1.165, -0.300], [-5.502, -3.638, -1.579], [-7.185, -3.806, -1.426], [-4.798, -4.450, -2.566], [-5.466, -5.040, -3.452], [-3.310, -4.551, -2.450], [-2.496, -5.915, -3.043], [-2.581, -3.485, -1.891], [-0.921, -3.671, -1.335], [-0.493, -1.983, -0.955], [0.844, -1.616, -0.706], [2.146, 1.630, 1.848], [2.545, 2.678, 2.653], [3.658, 5.180, 3.124], [5.377, 4.455, 3.271], [3.985, 4.119, 4.422], [5.589, 3.208, 1.151], [4.900, 1.324, -0.032], [3.201, -0.360, -0.689], [0.563, 1.660, -0.207], [-2.096, 2.324, -0.119], [-3.141, 1.173, -0.919], [-1.978, 2.010, -1.810], [1.682, -2.310, -0.858], [1.266, 1.187, 2.049], [1.853, 3.058, 3.361]]}

---

Entry 6:
{"formula": "C32H60B2N9O3", "method": "the ωB97M-V functional and the def2-TZVPD basis", "homo_energy_ev": -12.88, "charge": 1, "homo_lumo_gap_ev": 9.49, "lumo_energy_ha": -0.1245, "elements": ["N", "B", "O", "C", "C", "C", "N", "C", "B", "O", "O", "H", "H", "H", "H", "H", "H", "H", "H", "H", "H", "H", "C", "C", "C", "C", "N", "H", "H", "H", "H", "H", "H", "H", "C", "C", "C", "C", "N", "H", "H", "H", "H", "H", "H", "H", "C", "C", "C", "C", "N", "H", "H", "H", "H", "H", "H", "H", "C", "C", "C", "C", "N", "H", "H", "H", "H", "H", "H", "H", "C", "C", "C", "C", "N", "H", "H", "H", "H", "H", "H", "H", "C", "C", "C", "C", "N", "H", "H", "H", "H", "H", "H", "H", "C", "C", "C", "C", "N", "H", "H", "H", "H", "H", "H", "H"], "coordinates": [[2.547, 0.242, 1.396], [1.553, -0.669, 0.897], [0.706, -0.311, -0.111], [1.411, -2.109, 1.550], [1.635, -3.389, 0.689], [1.131, -4.407, 1.660], [0.296, -3.887, 2.479], [0.027, -2.465, 2.114], [-0.782, -1.486, 3.081], [-1.546, -0.488, 2.562], [-0.759, -1.710, 4.422], [2.110, 1.144, 1.568], [2.871, -0.046, 2.312], [0.516, 0.632, -0.033], [2.130, -2.236, 2.363], [1.059, -3.414, -0.237], [2.681, -3.626, 0.509], [1.411, -5.447, 1.753], [-0.120, -4.380, 3.257], [-0.592, -2.566, 1.216], [-1.082, 0.287, 2.190], [-1.333, -1.062, 4.848], [3.357, 1.033, 7.461], [2.015, 1.720, 7.229], [1.346, 1.292, 5.916], [2.183, 1.630, 4.766], [2.876, 1.894, 3.889], [4.082, 1.289, 6.688], [3.781, 1.338, 8.416], [3.246, -0.053, 7.474], [2.152, 2.802, 7.229], [1.336, 1.485, 8.050], [0.383, 1.791, 5.791], [1.171, 0.215, 5.908], [-2.069, 4.613, -0.690], [-0.715, 5.042, -0.139], [0.313, 3.908, -0.131], [-0.129, 2.792, 0.700], [-0.477, 1.933, 1.381], [-2.530, 3.841, -0.069], [-2.753, 5.460, -0.717], [-1.973, 4.223, -1.704], [-0.848, 5.428, 0.874], [-0.308, 5.848, -0.739], [1.271, 4.255, 0.258], [0.478, 3.540, -1.146], [0.049, 5.164, -6.768], [-1.218, 4.632, -6.107], [-1.704, 5.507, -4.948], [-0.698, 5.593, -3.891], [0.107, 5.661, -3.074], [0.891, 5.181, -6.074], [0.333, 4.533, -7.610], [-0.102, 6.177, -7.144], [-1.035, 3.615, -5.749], [-2.014, 4.577, -6.844], [-2.619, 5.101, -4.516], [-1.923, 6.518, -5.294], [7.917, 2.187, 2.580], [7.176, 0.903, 2.230], [5.941, 0.673, 3.109], [6.295, 0.561, 4.524], [6.570, 0.473, 5.635], [8.301, 2.160, 3.600], [8.767, 2.332, 1.914], [7.263, 3.056, 2.485], [7.855, 0.053, 2.326], [6.853, 0.939, 1.188], [5.433, -0.247, 2.815], [5.232, 1.493, 3.002], [-3.434, -4.325, 2.215], [-4.138, -5.320, 3.133], [-3.279, -6.539, 3.492], [-2.823, -7.235, 2.291], [-2.451, -7.675, 1.299], [-3.206, -4.780, 1.250], [-4.076, -3.466, 2.027], [-2.495, -3.955, 2.638], [-5.051, -5.649, 2.637], [-4.437, -4.836, 4.063], [-3.839, -7.228, 4.122], [-2.389, -6.234, 4.046], [-5.082, 1.964, -8.180], [-6.161, 2.622, -7.328], [-6.298, 4.126, -7.595], [-5.054, 4.834, -7.297], [-4.067, 5.370, -7.063], [-4.096, 2.378, -7.963], [-5.039, 0.893, -7.983], [-5.282, 2.102, -9.243], [-5.940, 2.462, -6.271], [-7.123, 2.149, -7.528], [-7.088, 4.556, -6.980], [-6.552, 4.308, -8.640], [-0.760, -6.150, -1.100], [-0.438, -6.682, -2.489], [1.018, -6.414, -2.888], [1.310, -4.981, -2.871], [1.532, -3.856, -2.813], [-0.641, -5.063, -1.069], [-1.785, -6.380, -0.822], [-0.105, -6.594, -0.346], [-1.109, -6.221, -3.215], [-0.617, -7.757, -2.527], [1.227, -6.803, -3.885], [1.700, -6.903, -2.190]]}

---

Entry 7:
{"formula": "C49H44F16N6O5P", "method": "the ωB97M-V functional and the def2-TZVPD basis", "homo_energy_ev": -10.81, "charge": 1, "homo_lumo_gap_ev": 6.73, "lumo_energy_ha": -0.1503, "elements": ["C", "C", "N", "C", "C", "C", "F", "F", "F", "C", "N", "C", "P", "N", "N", "C", "C", "C", "C", "N", "C", "C", "O", "N", "C", "C", "C", "F", "F", "C", "F", "F", "C", "F", "F", "C", "F", "F", "C", "F", "F", "C", "F", "F", "F", "H", "H", "H", "H", "H", "H", "H", "H", "H", "H", "H", "H", "H", "H", "H", "H", "H", "H", "H", "H", "H", "H", "H", "H", "H", "H", "H", "H", "C", "C", "C", "C", "C", "C", "C", "O", "C", "C", "C", "C", "C", "C", "C", "O", "H", "H", "H", "H", "H", "H", "H", "H", "C", "C", "C", "C", "C", "C", "C", "O", "C", "C", "C", "C", "C", "C", "C", "O", "H", "H", "H", "H", "H", "H", "H", "H"], "coordinates": [[-7.281, 0.663, 0.705], [-6.417, 1.003, 2.098], [-5.842, -0.262, 2.674], [-6.556, -1.121, 3.743], [-8.132, -0.785, 3.962], [-9.136, -1.405, 2.777], [-10.035, -0.327, 2.256], [-8.410, -2.152, 1.725], [-10.065, -2.407, 3.422], [-4.604, -0.823, 2.342], [-3.944, -2.082, 2.943], [-2.576, -2.336, 2.358], [-1.390, -3.739, 2.854], [-1.253, -4.782, 1.614], [-2.505, -1.202, 1.365], [-1.211, -1.187, 0.592], [-0.013, -0.281, 1.328], [0.714, 0.641, 0.144], [1.611, -0.289, -0.914], [1.964, 0.625, -2.106], [0.904, 0.546, -3.185], [-0.114, 1.802, -3.604], [0.728, -0.585, -3.922], [-3.621, -0.333, 1.326], [-3.610, 0.797, 0.348], [-2.948, 2.122, 1.128], [-3.053, 3.506, 0.231], [-4.262, 4.235, 0.769], [-3.392, 3.193, -1.194], [-1.689, 4.466, 0.364], [-0.543, 3.562, 0.085], [-1.608, 4.841, 1.793], [-1.664, 5.714, -0.694], [-1.222, 5.137, -2.019], [-3.044, 6.262, -0.975], [-0.757, 7.002, -0.247], [-1.268, 7.651, 1.020], [-0.993, 8.054, -1.307], [0.827, 6.690, 0.022], [1.108, 5.756, 1.137], [1.446, 8.008, 0.425], [1.679, 6.170, -1.274], [3.125, 6.495, -0.977], [1.641, 4.707, -1.511], [1.371, 6.845, -2.554], [-7.127, -0.435, 0.330], [-6.817, 1.361, -0.146], [-8.412, 0.995, 0.787], [-7.220, 1.545, 2.798], [-5.614, 1.868, 1.912], [-6.506, -2.284, 3.474], [-5.897, -0.999, 4.715], [-8.466, -1.369, 4.950], [-8.377, 0.354, 4.201], [-1.848, -4.367, 4.088], [-0.085, -3.144, 3.088], [-1.566, -5.706, 2.020], [-1.283, -0.761, -0.501], [-0.718, -2.268, 0.469], [-0.433, 0.361, 2.211], [0.807, -0.990, 1.770], [1.412, 1.430, 0.661], [-0.146, 1.104, -0.507], [1.009, -1.185, -1.364], [2.613, -0.583, -0.383], [2.010, 1.625, -1.792], [0.003, 2.123, -4.734], [-1.253, 1.465, -3.493], [0.058, 2.706, -2.872], [-4.649, 1.162, -0.044], [-2.934, 0.647, -0.608], [-1.857, 1.810, 1.410], [-3.503, 2.351, 2.156], [1.404, -9.252, -3.375], [1.536, -8.229, -2.437], [0.654, -8.152, -1.358], [-0.373, -9.095, -1.224], [-0.520, -10.104, -2.175], [0.378, -10.189, -3.247], [-1.628, -11.074, -2.071], [-1.756, -11.963, -2.904], [-2.585, -10.953, -0.953], [-3.675, -11.831, -0.874], [-4.577, -11.732, 0.188], [-4.389, -10.765, 1.175], [-3.308, -9.886, 1.096], [-2.410, -9.974, 0.024], [-1.290, -9.017, -0.070], [-1.128, -8.164, 0.795], [2.098, -9.317, -4.211], [2.328, -7.491, -2.543], [0.766, -7.354, -0.627], [0.278, -10.982, -3.987], [-3.826, -12.590, -1.639], [-5.425, -12.411, 0.244], [-5.088, -10.693, 2.006], [-3.171, -9.131, 1.868], [6.720, 9.063, -1.699], [5.898, 8.254, -0.915], [6.410, 7.093, -0.335], [7.747, 6.733, -0.548], [8.562, 7.530, -1.351], [8.050, 8.704, -1.918], [9.959, 7.135, -1.623], [10.676, 7.836, -2.325], [10.475, 5.879, -1.043], [11.780, 5.463, -1.340], [12.281, 4.283, -0.786], [11.486, 3.522, 0.072], [10.185, 3.932, 0.365], [9.675, 5.107, -0.202], [8.285, 5.513, 0.086], [7.585, 4.843, 0.835], [6.323, 9.973, -2.144], [4.857, 8.527, -0.755], [5.764, 6.468, 0.280], [8.684, 9.338, -2.536], [12.408, 6.052, -2.006], [13.292, 3.959, -1.021], [11.879, 2.607, 0.510], [9.569, 3.330, 1.031]]}

---

Entry 8:
{"formula": "C7H11CrNP", "method": "the ωB97M-V functional and the def2-TZVPD basis", "homo_energy_ev": [-5.74, -5.72], "homo_lumo_gap_ev": [5.16, 4.91], "lumo_energy_ha": [-0.0212, -0.0298], "relative_energy_kcal_mol": 90.9, "spin_multiplicity": 4, "s2": 4.06, "elements": ["C", "C", "C", "C", "C", "Cr", "P", "H", "H", "H", "H", "H", "H", "H", "H", "C", "C", "N", "H", "H", "H"], "coordinates": [[-0.544, 0.759, -1.855], [-1.307, 1.907, -1.493], [-0.430, 2.825, -0.767], [0.923, 2.306, -0.908], [0.865, 1.039, -1.541], [0.735, -1.948, 0.162], [-0.052, -3.999, 0.736], [-0.843, -0.107, -2.477], [-2.329, 2.201, -1.727], [-0.665, 3.913, -0.657], [1.697, 0.399, -1.935], [1.801, 2.838, -0.522], [1.193, -4.580, 0.232], [-1.227, -4.368, -0.007], [-0.185, -4.257, 2.129], [0.028, 0.378, 4.136], [0.101, -0.113, 2.754], [0.198, -0.743, 1.787], [-0.865, 1.034, 4.280], [0.900, 1.044, 4.350], [0.007, -0.530, 4.793]]}

---

Number 1: calculated total energy -101274.39175 eV. Number 2: calculated total energy -18767.64212 eV. Number 3: calculated total energy -12646.13790 eV. Number 4: calculated total energy -164882.09732 eV. Number 5: calculated total energy -74379.31005 eV. Number 6: calculated total energy -55061.99348 eV. Number 7: calculated total energy -123449.10320 eV. Number 8: calculated total energy -46630.26331 eV.